# C16H18F3NO5S4

A 2-piece molecular cluster, C16H18F3NO5S4 overall (ωB97M-V/def2-TZVPD, OMol25).

Values from the calculation:
F_max (Eh/bohr): 0.0290
Gap between HOMO and LUMO (eV): 8.14
E_LUMO (eV): 0.03
Multiplicity: 1
Calculated total energy (Ha): -2943.632777
Energy above the lowest of the compared OMol25 structures with the same formula, charge and spin (kJ/mol): 0.0
Net charge: 0
HOMO level (eV): -8.1188

Positions of all 47 atoms, in Å:
O: 3.6794 1.4308 -2.6897
S: 2.4098 2.0968 -2.6936
O: 1.3652 1.7342 -3.6123
C: 2.7136 3.8653 -2.7670
C: 2.1043 4.5601 -3.8149
C: 2.3582 5.9245 -3.9769
C: 3.2261 6.5863 -3.1038
C: 3.8788 5.8720 -2.0958
C: 3.6403 4.5012 -1.9389
N: 1.8090 1.7445 -0.9973
S: 0.1918 1.3432 -0.6706
C: -0.5011 3.0257 -0.4262
F: -1.8415 2.8571 -0.2703
F: -0.2931 3.8749 -1.4545
F: -0.0022 3.5996 0.7033
S: 3.0148 1.1538 0.0969
O: 3.3312 -0.2074 -0.2318
O: 4.0073 2.1962 0.1356
C: 2.1206 1.2099 1.6207
C: 2.3697 2.2805 2.4783
C: 1.6749 2.3590 3.6843
C: 0.7501 1.3698 4.0256
C: 0.5336 0.2792 3.1777
C: 1.2291 0.1870 1.9730
H: 1.4462 4.0211 -4.4932
H: 1.8770 6.4637 -4.7911
H: 3.4010 7.6541 -3.2164
H: 4.5803 6.3771 -1.4308
H: 4.1686 3.9352 -1.1777
H: 3.0982 3.0362 2.1891
H: 1.8784 3.1945 4.3566
H: 0.2131 1.4423 4.9691
H: -0.1596 -0.5151 3.4569
H: 1.0949 -0.6710 1.3122
C: -2.6250 -2.0344 3.3139
S: -2.0149 -3.5520 3.2646
C: -2.7920 -4.7047 4.4381
C: -2.5670 -4.3292 1.7331
O: -0.5558 -3.6968 3.4006
H: -3.5910 -1.8947 2.8360
H: -2.1323 -1.2565 3.8905
H: -3.8844 -4.6965 4.3291
H: -2.3799 -5.7009 4.2236
H: -2.4890 -4.3698 5.4364
H: -3.6632 -4.3329 1.6710
H: -2.1242 -3.7343 0.9262
H: -2.1583 -5.3454 1.7389

Forces on atoms 1 to 3 (eV/Å):
-0.484 0.323 -0.205
0.229 -0.699 0.852
0.459 0.445 0.836